#A
ORCA calculation (ωB97M-V/def2-TZVPD) on 2 unconnected molecules or ions with the total composition C4H6OS.

Last column: natural (NBO) charge in e.
CARTESIAN COORDINATES (ANGSTROEM)
C1 0.55 1.17 0.32  -0.65
C2 0.31 -0.23 -0.22  0.05
C3 0.31 -1.18 -1.11  -0.23
C4 -0.27 -1.61 0.20  -0.43
H1 -0.32 1.48 0.74  0.22
H2 0.92 1.93 -0.49  0.22
H3 1.38 1.20 1.10  0.25
H4 0.61 -1.42 -2.19  0.22
H5 -1.39 -1.68 0.21  0.17
H6 0.25 -1.91 0.99  0.18
O1 3.20 0.01 0.79  -0.69
S1 4.29 0.21 -0.17  0.69

Results
Lowest unoccupied orbital energy (alpha / beta): -1.61 / -1.62 eV
E_HOMO (alpha / beta): -8.8 / -8.8 eV
Frontier orbital gap (alpha / beta): 7.165 / 7.163 eV

=====

#B
ORCA calculation (ωB97M-V/def2-TZVPD) on C4H6OS in the gas phase.

Last column: natural (NBO) charge in e.
CARTESIAN COORDINATES (ANGSTROEM)
O1 -1.43 0.14 2.43  -0.50
C1 -1.22 0.30 1.26  0.43
C2 -0.15 -0.61 0.71  -0.50
C3 0.92 -0.14 -0.33  -0.47
C4 0.39 0.78 -1.45  -0.26
S1 -0.09 0.16 -2.87  0.06
H1 -1.67 0.94 0.51  0.13
H2 0.54 -1.07 1.42  0.24
H3 -0.68 -1.45 0.24  0.23
H4 1.82 0.21 0.13  0.22
H5 1.10 -1.09 -0.80  0.23
H6 0.45 1.84 -1.25  0.19

Results
Lowest unoccupied orbital energy: -0.52 eV
E_HOMO: -9.0 eV
Frontier orbital gap: 8.508 eV

=====

Least stable = #A

=====

#A
ORCA calculation (ωB97M-V/def2-TZVPD) on C4H6OS in the gas phase.

Last column: natural (NBO) charge in e.
CARTESIAN COORDINATES (ANGSTROEM)
C1 -1.54 0.13 -0.17  -0.19
O1 -1.02 -0.85 0.78  -0.50
C2 0.28 -0.28 1.04  0.07
C3 1.70 -0.70 0.93  -0.37
C4 0.98 -0.27 -0.33  -0.45
S1 -0.10 0.95 -1.09  0.19
H1 -2.17 -0.46 -0.84  0.20
H2 -2.06 0.93 0.29  0.18
H3 0.17 0.70 1.51  0.19
H4 2.02 -1.73 0.95  0.24
H5 2.42 0.05 1.34  0.23
H6 0.80 -1.21 -0.86  0.21

Results
Lowest unoccupied orbital energy: 0.93 eV
E_HOMO: -8.6 eV
Frontier orbital gap: 9.562 eV

=====

#B
ORCA calculation (ωB97M-V/def2-TZVPD) on a molecular structure, C4H6OS.

Last column: natural (NBO) charge in e.
CARTESIAN COORDINATES (ANGSTROEM)
C1 -0.77 0.36 -0.53  -0.43
C2 -0.69 -1.15 -0.33  -0.59
C3 0.31 1.00 0.36  0.00
C4 1.52 0.28 0.60  0.17
O1 0.63 0.28 1.57  -0.45
S1 0.95 -1.61 -0.81  -0.05
H1 -0.69 0.77 -1.57  0.24
H2 -1.95 0.62 -0.27  0.21
H3 -0.65 -1.54 0.72  0.24
H4 -1.46 -1.70 -0.84  0.24
H5 0.25 2.07 0.42  0.20
H6 2.55 0.63 0.68  0.22

Results
Lowest unoccupied orbital energy (alpha / beta): 0.16 / 0.16 eV
E_HOMO (alpha / beta): -8.3 / -8.3 eV
Frontier orbital gap (alpha / beta): 8.458 / 8.457 eV

=====

Least stable = #A

=====

#A
ORCA calculation (ωB97M-V/def2-TZVPD) on C4H6OS in the gas phase.

Last column: natural (NBO) charge in e.
CARTESIAN COORDINATES (ANGSTROEM)
C1 -2.25 0.06 -0.07  -0.45
C2 -0.89 -0.01 -0.07  -0.20
C3 -0.20 1.33 0.22  -0.11
O1 1.11 1.19 -0.35  -0.50
C4 1.57 -0.03 0.12  -0.17
S1 0.24 -1.30 0.00  0.24
H1 -2.74 0.98 0.08  0.21
H2 -2.73 -0.94 -0.11  0.21
H3 -0.09 1.53 1.24  0.18
H4 -0.79 2.09 -0.26  0.21
H5 2.40 -0.43 -0.53  0.21
H6 1.79 -0.01 1.14  0.17

Results
Lowest unoccupied orbital energy: 0.81 eV
E_HOMO: -8.4 eV
Frontier orbital gap: 9.194 eV

=====

#B
ORCA calculation (ωB97M-V/def2-TZVPD) on C4H6OS in the gas phase.

Last column: natural (NBO) charge in e.
CARTESIAN COORDINATES (ANGSTROEM)
C1 -1.03 1.08 0.41  -0.18
O1 -1.34 0.23 -0.69  -0.50
C2 -0.48 -0.86 -0.45  0.06
C3 0.60 -1.66 -1.08  -0.35
C4 0.89 -0.32 -0.40  -0.44
S1 0.73 0.69 1.06  0.18
H1 -1.09 2.10 0.04  0.20
H2 -1.72 0.94 1.24  0.18
H3 -0.77 -1.37 0.48  0.17
H4 0.72 -2.64 -0.59  0.23
H5 0.87 -1.61 -2.12  0.24
H6 1.05 0.37 -1.24  0.21

Results
Lowest unoccupied orbital energy: 0.97 eV
E_HOMO: -8.7 eV
Frontier orbital gap: 9.632 eV

=====

#C
ORCA calculation (ωB97M-V/def2-TZVPD) on C4H6OS in the gas phase.

Last column: natural (NBO) charge in e.
CARTESIAN COORDINATES (ANGSTROEM)
C1 -0.79 -1.43 -1.79  -0.23
C2 -0.30 -0.63 -1.00  0.00
C3 0.58 0.12 -0.03  -0.43
S1 1.58 1.42 -0.83  -0.03
C4 -0.19 0.75 1.19  -0.06
O1 -1.10 -0.27 1.67  -0.71
H1 -1.24 -2.17 -2.35  0.23
H2 1.34 -0.63 0.31  0.24
H3 1.06 1.21 -2.07  0.15
H4 -0.85 1.56 0.87  0.20
H5 0.48 1.07 1.95  0.18
H6 -0.57 -1.00 2.08  0.46

Results
Lowest unoccupied orbital energy: 0.71 eV
E_HOMO: -9.3 eV
Frontier orbital gap: 10.020 eV

=====

#D
ORCA calculation (ωB97M-V/def2-TZVPD) on C4H6OS in the gas phase.

Last column: natural (NBO) charge in e.
CARTESIAN COORDINATES (ANGSTROEM)
C1 -1.04 -1.66 0.10  -0.73
C2 -0.70 -0.19 -0.12  0.51
O1 -1.51 0.72 -0.27  -0.51
C3 0.79 0.17 -0.10  -0.15
C4 0.99 1.73 0.08  -0.68
S1 2.02 -0.91 -0.15  0.11
H1 -1.44 -1.99 -0.91  0.25
H2 -0.18 -2.29 0.34  0.25
H3 -1.88 -1.82 0.75  0.25
H4 -0.02 2.18 0.10  0.25
H5 1.46 2.12 -0.79  0.23
H6 1.52 1.95 0.97  0.23

Results
Lowest unoccupied orbital energy: -1.27 eV
E_HOMO: -9.0 eV
Frontier orbital gap: 7.702 eV

=====

Least stable = #B

=====

#A
ORCA calculation (ωB97M-V/def2-TZVPD) on C4H3NO in the gas phase.

Last column: natural (NBO) charge in e.
CARTESIAN COORDINATES (ANGSTROEM)
O1 0.34 -0.66 -1.83  -0.74
C1 0.61 -0.23 0.17  0.07
C2 -0.02 0.82 0.85  -0.13
C3 -0.51 1.74 1.45  -0.03
C4 -0.06 -1.34 -0.46  0.25
N1 -0.62 -2.36 -0.19  -0.41
H1 -0.48 -0.28 -2.20  0.48
H2 1.70 -0.26 0.21  0.25
H3 -0.95 2.56 2.00  0.25

Results
Lowest unoccupied orbital energy (alpha / beta): -2.39 / -2.40 eV
E_HOMO (alpha / beta): -8.4 / -8.4 eV
Frontier orbital gap (alpha / beta): 5.993 / 5.983 eV

=====

#B
ORCA calculation (ωB97M-V/def2-TZVPD) on C4H3NO in the gas phase.

Last column: natural (NBO) charge in e.
CARTESIAN COORDINATES (ANGSTROEM)
O1 1.76 -0.88 0.37  -0.50
C1 1.34 0.25 0.20  0.42
C2 -0.07 0.45 -0.21  -0.45
C3 -1.30 0.31 0.93  0.25
N1 -2.01 -0.38 0.12  -0.46
C4 -0.86 -0.68 -0.51  0.12
H1 1.86 1.21 0.52  0.13
H2 -0.35 1.35 -0.72  0.26
H3 -0.37 -1.63 -0.71  0.22

Results
Lowest unoccupied orbital energy: -0.47 eV
E_HOMO: -9.5 eV
Frontier orbital gap: 9.016 eV

=====

#C
ORCA calculation (ωB97M-V/def2-TZVPD) on C4H3NO in the gas phase.

Last column: natural (NBO) charge in e.
CARTESIAN COORDINATES (ANGSTROEM)
O1 -1.97 -0.07 0.11  -0.48
C1 -0.78 -0.10 -0.06  0.63
C2 0.02 1.33 -0.19  -0.28
C3 1.31 0.74 0.02  -0.26
C4 1.28 -0.74 0.00  0.08
N1 0.11 -1.33 -0.07  -0.42
H1 -0.56 2.35 0.22  0.28
H2 2.30 1.51 0.40  0.24
H3 2.22 -1.38 0.28  0.22

Results
Lowest unoccupied orbital energy: -1.27 eV
E_HOMO: -10.1 eV
Frontier orbital gap: 8.786 eV

=====

Least stable = #A

=====

#A
ORCA calculation (ωB97M-V/def2-TZVPD) on 2 unconnected molecules or ions with the total composition C4H3NO.

Last column: natural (NBO) charge in e.
CARTESIAN COORDINATES (ANGSTROEM)
C1 -1.79 -0.45 -1.30  0.08
C2 1.12 -0.48 -0.01  0.57
C3 0.43 0.38 1.15  -0.51
C4 0.19 0.48 -0.30  -0.03
N1 -2.85 -0.67 -1.65  -0.49
O1 1.87 -1.38 -0.12  -0.39
H1 -0.03 -0.36 1.70  0.28
H2 0.89 1.25 1.46  0.24
H3 0.17 1.23 -0.93  0.24

Results
Lowest unoccupied orbital energy (alpha / beta): -2.65 / -2.65 eV
E_HOMO (alpha / beta): -10.2 / -10.2 eV
Frontier orbital gap (alpha / beta): 7.576 / 7.577 eV

=====

#B
ORCA calculation (ωB97M-V/def2-TZVPD) on C4H3NO in the gas phase.

Last column: natural (NBO) charge in e.
CARTESIAN COORDINATES (ANGSTROEM)
C1 2.32 -0.03 -0.29  -0.21
C2 1.18 -0.40 -0.11  -0.05
C3 -0.19 -0.82 0.05  -0.22
N1 -0.97 -0.32 1.32  -0.35
C4 -1.22 0.17 0.20  0.51
O1 -1.89 1.07 -0.49  -0.64
H1 3.32 0.31 -0.43  0.24
H2 -0.45 -1.80 -0.33  0.22
H3 -2.10 1.82 0.07  0.50

Results
Lowest unoccupied orbital energy: 0.47 eV
E_HOMO: -9.7 eV
Frontier orbital gap: 10.141 eV

=====

Least stable = #A

=====

#A
ORCA calculation (ωB97M-V/def2-TZVPD) on a molecular structure, H5O3.

Last column: natural (NBO) charge in e.
CARTESIAN COORDINATES (ANGSTROEM)
O1 0.76 -0.02 1.15  -1.26
H1 1.57 -0.31 0.81  0.42
O2 -0.60 -1.73 -0.51  -1.01
H2 -0.47 -1.16 -1.19  0.45
H3 -0.10 -1.34 0.24  0.51
O3 -0.82 1.58 -0.36  -1.09
H4 -0.27 0.92 0.49  0.53
H5 -0.06 2.07 -0.62  0.43

Results
Lowest unoccupied orbital energy: 5.06 eV
E_HOMO: -4.1 eV
Frontier orbital gap: 9.192 eV
Net charge: -1

=====

#B
ORCA calculation (ωB97M-V/def2-TZVPD) on 3 unconnected molecules or ions with the total composition H5O3.

Last column: natural (NBO) charge in e.
CARTESIAN COORDINATES (ANGSTROEM)
O1 0.26 -0.16 -0.76  -1.28
H1 0.56 -0.05 -1.66  0.42
O2 1.59 1.58 0.67  -1.03
H2 0.74 1.79 1.08  0.45
H3 1.31 0.80 0.10  0.52
O3 -1.87 -1.39 0.04  -1.03
H4 -1.52 -1.66 0.90  0.44
H5 -1.07 -0.90 -0.37  0.52

Results
Lowest unoccupied orbital energy: 4.99 eV
E_HOMO: -3.9 eV
Frontier orbital gap: 8.910 eV
Net charge: -1

=====

Least stable = #A